1.
{
  "formula": "C5H11NO",
  "method": "ωB97M-V/def2-TZVPD",
  "lumo_energy_ev": [3.81, 3.68],
  "e_above_lowest_kcal_mol": 39.55,
  "s2": 0.7507,
  "homo_lumo_gap_ev": [2.58, 8.53],
  "multiplicity": 2,
  "max_force_ha_per_bohr": 0.0356,
  "charge": -1,
  "elements": ["N", "C", "C", "C", "C", "C", "H", "H", "H", "H", "H", "H", "H", "H", "H", "H", "H", "O"],
  "coordinates": [[-1.6128, -1.4323, -0.4589], [-1.1853, -0.0948, -0.5213], [-0.8372, 0.4681, -1.6826], [1.0968, 1.1093, 2.3300], [0.4975, 0.3668, 1.1543], [-0.7658, 0.5212, 0.7687], [-2.3485, -1.6521, 0.1948], [-1.8047, -1.8581, -1.3541], [-1.0954, 0.0331, -2.6501], [-0.3065, 1.3998, -1.7993], [0.4313, 1.8508, 2.7810], [2.0073, 1.5970, 1.9854], [1.3900, 0.3697, 3.0903], [1.1607, -0.3708, 0.7418], [-1.4895, 1.1206, 1.3089], [1.3669, -0.5284, -1.9125], [2.6892, -1.3629, -1.6692], [2.1265, -0.6556, -1.3189]],
  "atomic_forces_ev_per_a": [[-0.4034, -0.0833, 0.0272], [0.5513, -0.5023, -0.1536], [-0.5477, 0.1267, -0.9772], [-0.1094, -0.6520, -0.1207], [-0.5589, 0.6392, 1.6198], [0.3264, -0.2581, -0.5390], [0.0829, 0.1769, 0.1946], [0.1038, 0.0945, -0.1609], [-0.0136, -0.2340, 0.3725], [0.0533, 0.1548, 0.5489], [0.0051, -0.1037, -0.1224], [0.1148, 0.1434, 0.0933], [0.0280, 0.2725, -0.0036], [0.0634, 0.0619, -0.8250], [0.1620, 0.2832, 0.0342], [0.1678, -0.3129, -0.1638], [-0.2101, -0.0114, -0.3749], [0.1843, 0.2047, 0.5504]],
  "nbo_charge": [-0.851, 0.102, -0.683, -0.650, -0.148, -0.279, 0.356, 0.354, 0.168, 0.203, 0.192, 0.214, 0.201, 0.242, 0.187, 0.416, 0.353, -1.377]
}

---

2.
{
  "formula": "C5H11NO",
  "method": "ωB97M-V/def2-TZVPD",
  "lumo_energy_ev": [3.92, 3.81],
  "e_above_lowest_kcal_mol": 38.93,
  "s2": 0.7532,
  "homo_lumo_gap_ev": [2.73, 6.64],
  "multiplicity": 2,
  "max_force_ha_per_bohr": 0.1271,
  "charge": -1,
  "elements": ["O", "C", "C", "C", "C", "C", "N", "H", "H", "H", "H", "H", "H", "H", "H", "H", "H", "H"],
  "coordinates": [[1.7979, 2.4039, -0.7796], [0.9217, 1.9921, -0.0704], [-0.1645, 0.9327, -0.3948], [0.3459, -0.5384, -0.3570], [-0.8377, -1.4875, -0.7903], [1.0949, -0.9315, 1.0154], [-1.3723, 1.2651, 0.4985], [0.9200, 2.2923, 1.0038], [-0.4377, 1.2150, -1.4233], [1.2195, -0.6172, -1.0257], [-1.6887, -1.6054, -0.0574], [-0.3775, -2.4512, -1.0510], [-1.2500, -1.0568, -1.7518], [1.6028, -0.1329, 1.4628], [0.3524, -1.3957, 1.8197], [1.7533, -1.7776, 0.7130], [-2.2832, 1.3678, 0.0110], [-1.5968, 0.5253, 1.1772]],
  "atomic_forces_ev_per_a": [[4.2408, 1.4087, -4.3522], [-4.4087, -1.7865, 4.4820], [0.4377, 1.7869, 0.5538], [-0.6350, 0.2524, 1.5800], [0.7824, 0.4019, -0.5449], [-3.3045, -3.0042, -0.6360], [-0.3898, -1.0727, -0.1583], [-0.3558, -0.1448, 0.1558], [-0.1666, -0.5916, -0.2016], [-0.8158, 0.2306, -0.4826], [1.1446, 0.1781, -0.6080], [-0.5451, -0.1648, 0.1719], [0.2575, -0.4495, 0.9923], [0.8513, 1.2523, 0.3419], [1.2896, 0.9932, -1.5176], [-0.1003, 0.5864, 0.5864], [1.1963, -0.0394, -0.1234], [0.5213, 0.1630, -0.2397]],
  "nbo_charge": [-0.767, 0.054, -0.155, -0.226, -0.627, -0.612, -0.871, 0.030, 0.159, 0.207, 0.195, 0.187, 0.200, 0.220, 0.164, 0.183, 0.338, 0.323]
}

---

3.
{
  "formula": "C5H11NO",
  "method": "ωB97M-V/def2-TZVPD",
  "lumo_energy_ev": 1.01,
  "e_above_lowest_kcal_mol": 54.69,
  "homo_lumo_gap_ev": 9.93,
  "smiles": "C=CN1C[C@@H]1C.O",
  "max_force_ha_per_bohr": 0.0050,
  "elements": ["C", "C", "N", "C", "C", "C", "H", "H", "H", "H", "H", "H", "H", "H", "H", "O", "H", "H"],
  "coordinates": [[-2.0708, -0.7196, 0.0390], [-1.0509, -0.7327, 0.8964], [0.1757, -0.0806, 0.6494], [1.4173, -0.7757, 0.9422], [1.0021, -0.5258, -0.4631], [1.6399, 0.5273, -1.3293], [-1.9887, -0.2135, -0.9198], [-3.0198, -1.1798, 0.2900], [-1.1338, -1.1912, 1.8811], [2.1972, -0.1669, 1.3958], [1.3476, -1.7951, 1.3210], [0.6117, -1.3969, -0.9918], [0.9061, 0.9483, -2.0252], [2.4609, 0.0989, -1.9140], [2.0377, 1.3423, -0.7165], [-1.6624, 2.3369, 0.4179], [-2.1416, 1.6400, 0.8829], [-0.7764, 1.9517, 0.3621]],
  "atomic_forces_ev_per_a": [[0.0820, -0.0775, 0.0837], [-0.1393, -0.0375, -0.0628], [-0.1737, -0.0414, 0.0211], [0.1806, -0.1021, 0.1477], [0.0294, -0.0354, -0.2160], [0.0239, 0.0285, 0.0073], [-0.0048, -0.1229, 0.1252], [0.1591, 0.0220, 0.0063], [-0.0042, 0.0670, -0.1249], [-0.1293, -0.0871, -0.0980], [-0.0162, 0.1523, -0.0790], [0.0468, 0.1412, 0.0808], [0.1034, -0.0573, 0.0830], [-0.1086, 0.0642, 0.0853], [-0.0585, -0.1097, -0.0712], [0.1007, -0.0130, 0.0777], [-0.0680, 0.1440, -0.0980], [-0.0233, 0.0648, 0.0318]],
  "nbo_charge": [-0.473, -0.020, -0.453, -0.244, -0.063, -0.619, 0.211, 0.213, 0.196, 0.203, 0.198, 0.202, 0.220, 0.217, 0.216, -0.950, 0.469, 0.477]
}

---

4.
{
  "formula": "C5H11NO",
  "method": "ωB97M-V/def2-TZVPD",
  "lumo_energy_ev": 0.73,
  "e_above_lowest_kcal_mol": 95.81,
  "homo_lumo_gap_ev": 10.30,
  "smiles": "CNC(C)=O.C=C",
  "max_force_ha_per_bohr": 0.0885,
  "elements": ["C", "N", "C", "C", "O", "H", "H", "H", "H", "H", "H", "H", "C", "C", "H", "H", "H", "H"],
  "coordinates": [[-0.7358, -2.1836, 2.0325], [0.4043, -1.8658, 1.2067], [1.1844, -0.7091, 1.3841], [2.6012, -0.6870, 0.6875], [0.8362, 0.2763, 2.0449], [-0.6290, -1.3051, 2.7465], [-1.5311, -2.4353, 1.2942], [-0.6500, -3.0069, 2.5783], [0.9186, -2.2955, 0.4753], [3.1138, -1.6735, 0.4939], [3.2824, 0.0122, 1.1482], [2.3858, -0.1958, -0.2403], [-2.0556, 2.0466, -2.8753], [-1.5623, 3.2195, -2.3564], [-2.3786, 2.4164, -3.9788], [-1.7681, 0.9125, -2.4368], [-1.8251, 4.1944, -2.9112], [-1.5911, 3.2800, -1.2932]],
  "atomic_forces_ev_per_a": [[0.1900, 3.5829, -2.7537], [3.3737, 2.5859, -0.0395], [-0.0590, 0.8136, 1.4989], [-1.0686, -0.9513, -0.1068], [0.3230, -1.6233, -0.7877], [-1.7578, -0.7526, -0.9703], [-0.5030, 1.2204, 1.1607], [1.0513, -3.7488, 2.3535], [-0.7439, -2.0275, -0.3819], [-0.7715, 0.9668, 0.3001], [-0.0690, -0.0774, 0.7256], [0.0293, 0.0163, -1.0067], [2.1108, 1.1177, -1.9058], [-3.2715, -0.6077, -0.6467], [0.5123, -2.6240, 2.1451], [-1.4610, 3.4347, -1.3776], [0.7549, -1.6292, 0.8916], [1.3600, 0.3037, 0.9012]],
  "nbo_charge": [-0.416, -0.640, 0.679, -0.727, -0.629, 0.256, 0.202, 0.185, 0.393, 0.216, 0.249, 0.232, -0.416, -0.416, 0.210, 0.236, 0.192, 0.194]
}

---

5.
{
  "formula": "C5H11NO",
  "method": "ωB97M-V/def2-TZVPD",
  "lumo_energy_ev": 0.83,
  "e_above_lowest_kcal_mol": 25.63,
  "homo_lumo_gap_ev": 10.39,
  "smiles": "CC(C)[C@H](N)C=O",
  "max_force_ha_per_bohr": 0.0314,
  "elements": ["C", "C", "C", "C", "N", "C", "O", "H", "H", "H", "H", "H", "H", "H", "H", "H", "H", "H"],
  "coordinates": [[0.9038, 0.6587, -1.4969], [0.2757, 0.7430, -0.1141], [-1.2270, 1.0822, -0.2768], [0.4004, -0.6403, 0.5686], [-0.1990, -1.7322, -0.1515], [-0.0386, -0.5842, 2.0123], [0.0455, 0.3870, 2.7150], [0.3382, -0.0242, -2.1223], [0.8652, 1.6289, -1.9874], [1.9610, 0.3827, -1.4928], [0.7141, 1.5227, 0.5042], [-1.7641, 0.2342, -0.6973], [-1.3305, 1.8939, -0.9879], [-1.6499, 1.3598, 0.6809], [1.4884, -0.7879, 0.6737], [0.4553, -2.2824, -0.6814], [-0.8037, -2.3115, 0.4096], [-0.4348, -1.5304, 2.4440]],
  "atomic_forces_ev_per_a": [[0.2880, 0.5715, -0.0295], [-1.3720, -0.6200, -0.5783], [0.7117, -0.1174, -0.0942], [0.9406, 0.7224, 0.4824], [-0.3091, 0.1567, -0.2483], [-0.2087, 0.0162, 0.2828], [0.0223, 0.0080, -0.1168], [0.0183, -0.2595, -0.0654], [-0.0845, 0.1691, -0.0441], [-0.0392, -0.2246, 0.1309], [0.3374, -0.1904, 0.0812], [-0.0176, -0.1301, 0.0715], [-0.1331, 0.3336, 0.0383], [-0.2454, 0.1044, 0.1063], [0.0207, -0.2098, 0.0201], [-0.0270, -0.1244, 0.0993], [0.0800, -0.1233, -0.0052], [0.0175, -0.0824, -0.1312]],
  "nbo_charge": [-0.614, -0.214, -0.621, -0.163, -0.851, 0.446, -0.516, 0.213, 0.211, 0.202, 0.223, 0.215, 0.207, 0.213, 0.207, 0.376, 0.369, 0.097]
}

---

6.
{
  "formula": "C5H11NO",
  "method": "ωB97M-V/def2-TZVPD",
  "lumo_energy_ev": 0.44,
  "e_above_lowest_kcal_mol": 97.00,
  "homo_lumo_gap_ev": 8.35,
  "max_force_ha_per_bohr": 0.0049,
  "elements": ["C", "C", "C", "N", "C", "O", "C", "H", "H", "H", "H", "H", "H", "H", "H", "H", "H", "H"],
  "coordinates": [[0.7561, -0.5327, -2.0272], [1.4523, -0.0180, -0.8139], [1.2511, 1.2862, -0.3828], [-0.9850, 0.7916, 0.3175], [-0.7942, -0.2456, 1.1087], [0.3048, -0.8742, 1.1687], [-1.9053, -0.7487, 2.0327], [1.4336, -0.9962, -2.7487], [0.0684, -1.2956, -1.6474], [0.1581, 0.2488, -2.5014], [2.0597, -0.6774, -0.2088], [2.3200, 1.0238, -1.1113], [1.6292, 1.5798, 0.5907], [0.6976, 1.9916, -0.9840], [-1.9450, 1.1219, 0.3676], [-1.9362, -1.8412, 1.9944], [-2.8919, -0.3463, 1.7781], [-1.6734, -0.4678, 3.0668]],
  "atomic_forces_ev_per_a": [[0.0268, 0.0237, 0.0414], [-0.0581, 0.1551, -0.0892], [0.0689, -0.1075, -0.0163], [-0.1321, -0.0607, 0.1273], [-0.1423, -0.0617, 0.1250], [-0.1970, 0.0118, -0.1536], [-0.0583, -0.0416, -0.0007], [-0.0556, 0.0030, 0.1529], [0.0781, 0.0541, -0.0253], [0.1289, -0.1211, 0.0635], [-0.0357, 0.1267, -0.0666], [0.0331, 0.0310, -0.0179], [-0.0589, 0.0156, -0.1566], [0.0352, -0.1307, 0.0482], [0.1818, 0.0132, 0.1311], [-0.0014, 0.1393, -0.0002], [0.1699, -0.0314, 0.0156], [0.0166, -0.0187, -0.1786]],
  "lowdin_charge": [-0.050, -0.209, -0.012, 0.046, -0.676, -0.116, -0.043, 0.087, 0.104, 0.090, 0.128, 0.206, 0.118, 0.098, 0.029, 0.068, 0.060, 0.072]
}

---

7.
{
  "formula": "C5H11NO",
  "method": "ωB97M-V/def2-TZVPD",
  "lumo_energy_ev": 0.89,
  "e_above_lowest_kcal_mol": 7.93,
  "homo_lumo_gap_ev": 10.05,
  "smiles": "CCN(C)C(C)=O",
  "max_force_ha_per_bohr": 0.0053,
  "elements": ["C", "C", "N", "C", "C", "C", "O", "H", "H", "H", "H", "H", "H", "H", "H", "H", "H", "H"],
  "coordinates": [[-2.1096, 0.5218, -0.6572], [-1.4087, -0.5190, 0.2113], [0.0269, -0.2865, 0.3399], [0.4983, 0.4593, 1.4890], [0.8061, -0.5892, -0.7443], [2.2809, -0.2338, -0.6769], [0.3336, -1.1353, -1.7320], [-3.1883, 0.3335, -0.6833], [-1.7257, 0.4661, -1.6794], [-1.9517, 1.5363, -0.2733], [-1.5486, -1.5124, -0.2226], [-1.8331, -0.5267, 1.2214], [-0.0444, 0.1292, 2.3802], [1.5595, 0.2734, 1.6630], [0.3500, 1.5434, 1.3806], [2.7081, -0.4408, -1.6583], [2.8044, -0.8395, 0.0711], [2.4423, 0.8203, -0.4292]],
  "atomic_forces_ev_per_a": [[-0.0107, 0.0435, -0.0487], [-0.1215, -0.0774, 0.0472], [0.0908, -0.0449, -0.2211], [0.0756, 0.0677, 0.0835], [-0.0610, -0.0288, 0.0424], [0.0578, 0.0054, -0.0476], [0.1110, 0.1244, 0.2138], [0.1520, 0.0215, 0.0101], [-0.0590, 0.0368, 0.1472], [-0.0168, -0.1433, -0.0327], [-0.0020, 0.1206, 0.0523], [0.0864, -0.0085, -0.1342], [0.0715, 0.0409, -0.1307], [-0.1587, 0.0372, -0.0257], [0.0067, -0.1409, 0.0092], [-0.0596, 0.0119, 0.1443], [-0.1060, 0.0755, -0.0807], [-0.0564, -0.1415, -0.0287]],
  "nbo_charge": [-0.623, -0.211, -0.443, -0.405, 0.682, -0.716, -0.635, 0.212, 0.230, 0.198, 0.223, 0.189, 0.204, 0.212, 0.189, 0.245, 0.227, 0.222]
}

---

8.
{
  "formula": "C5H11NO",
  "method": "ωB97M-V/def2-TZVPD",
  "lumo_energy_ev": 0.38,
  "e_above_lowest_kcal_mol": 94.44,
  "homo_lumo_gap_ev": 9.12,
  "smiles": "C=C/C=C/CN.O",
  "max_force_ha_per_bohr": 0.1072,
  "elements": ["C", "C", "C", "C", "C", "N", "H", "H", "H", "H", "H", "H", "H", "H", "H", "O", "H", "H"],
  "coordinates": [[0.8309, 2.4866, 2.5121], [-0.2621, 1.6929, 2.5477], [-0.4525, 0.6479, 1.4263], [-0.1492, 0.9831, 0.0937], [-0.9396, 0.2005, -1.0128], [0.1060, -0.2756, -2.0590], [0.8881, 3.4386, 3.1650], [1.7341, 2.2222, 1.9149], [-1.0479, 1.6731, 3.3522], [-0.7862, -0.3866, 1.4727], [0.5055, 1.8682, -0.2355], [-1.4012, -0.7364, -0.7125], [-1.5998, 0.7616, -1.5741], [0.3851, -1.2890, -1.9716], [-0.3834, -0.4631, -2.9050], [1.0423, -4.5311, -2.3463], [0.8271, -3.5713, -2.2665], [0.7030, -4.7216, -1.4011]],
  "atomic_forces_ev_per_a": [[-0.3605, 0.9021, 1.4326], [0.8039, -1.6060, -0.7496], [1.5574, 2.0606, -2.6244], [-1.7534, -0.4892, 1.5257], [5.0200, -2.2676, 0.2078], [-0.0315, -1.1956, 0.3715], [0.0690, -1.8878, -0.9429], [-1.1000, 0.4839, 0.1617], [0.8010, 0.6047, -1.0807], [-0.7650, 0.4350, 0.8719], [-1.5302, -1.2323, 0.5826], [-0.4968, 0.4321, 0.9356], [-1.4433, 1.5803, -0.6670], [-0.0162, 1.4042, 1.2190], [-0.7658, 0.8081, -1.2462], [-1.4572, 1.1248, 3.0505], [0.5239, -0.7030, -0.9173], [0.9448, -0.4544, -2.1308]],
  "nbo_charge": [-0.399, -0.227, -0.248, -0.160, -0.251, -0.832, 0.205, 0.209, 0.222, 0.209, 0.220, 0.186, 0.200, 0.327, 0.340, -0.915, 0.454, 0.461]
}

---

no.,molecular weight (g mol⁻¹)
1,101.149
2,101.149
3,101.149
4,101.149
5,101.149
6,101.149
7,101.149
8,101.149